Entry a
Computed, not measured: a 16-piece molecular cluster, C64H176N16O16 overall, with ωB97M-V/def2-TZVPD.

Values from the calculation:
- E_HOMO: -0.3233 Ha
- Frontier orbital gap: 9.27 eV
- LUMO: 0.47 eV
- Multiplicity: 1

Last column: Löwdin charge in e.
Cartesian coordinates (Å):
C  -5.810  1.821  1.293  -0.05
C  -4.441  2.074  0.636  -0.39
C  -4.001  0.891  -0.163  -0.23
O  -4.281  -0.367  0.446  -0.18
C  -3.894  -1.385  -0.426  -0.12
N  -4.373  3.284  -0.309  0.04
H  -5.732  1.106  2.113  0.07
H  -6.543  1.467  0.533  0.10
H  -6.209  2.742  1.697  0.07
H  -3.591  2.220  1.325  0.10
H  -2.947  1.039  -0.426  0.11
H  -4.465  0.878  -1.199  0.13
H  -2.787  -1.286  -0.568  0.09
H  -4.258  -1.383  -1.485  0.08
H  -4.132  -2.369  -0.051  0.07
H  -5.185  3.189  -0.952  0.09
H  -4.607  4.137  0.200  0.07
C  3.673  3.912  6.193  -0.05
C  2.279  4.520  6.016  -0.45
C  1.180  3.552  6.460  -0.22
O  1.222  2.377  5.661  -0.20
C  0.118  1.535  6.034  -0.08
N  2.025  5.763  6.686  0.05
H  3.574  2.856  5.866  0.05
H  3.974  3.804  7.236  0.08
H  4.475  4.308  5.583  0.08
H  2.135  4.663  4.931  0.12
H  0.197  4.041  6.435  0.11
H  1.358  3.317  7.521  0.13
H  0.149  1.193  7.072  0.10
H  0.051  0.749  5.299  0.06
H  -0.785  2.153  5.892  0.08
H  2.431  6.554  6.238  0.07
H  2.314  5.705  7.639  0.07
C  0.860  -3.689  4.390  -0.05
C  -0.178  -2.540  4.619  -0.43
C  -1.538  -2.926  3.965  -0.19
O  -2.595  -2.016  4.267  -0.21
C  -3.720  -2.368  3.482  -0.09
N  -0.318  -2.382  6.047  0.05
H  1.868  -3.370  4.774  0.07
H  1.023  -3.941  3.340  0.06
H  0.595  -4.550  4.991  0.08
H  0.125  -1.599  4.117  0.10
H  -1.780  -3.932  4.326  0.13
H  -1.287  -2.908  2.872  0.11
H  -4.452  -1.571  3.586  0.08
H  -4.210  -3.279  3.822  0.10
H  -3.433  -2.353  2.441  0.06
H  0.562  -2.285  6.541  0.07
H  -1.021  -1.763  6.453  0.04
C  5.538  -0.316  4.595  -0.03
C  4.032  0.241  4.462  -0.37
C  3.659  0.457  2.975  -0.18
O  4.579  1.452  2.435  -0.21
C  3.931  2.679  2.313  -0.13
N  3.135  -0.772  5.097  0.06
H  5.778  -0.356  5.680  0.08
H  6.177  0.308  4.000  0.05
H  5.552  -1.370  4.215  0.07
H  3.954  1.185  5.023  0.10
H  2.641  0.873  2.869  0.11
H  3.756  -0.493  2.430  0.11
H  3.119  2.653  1.574  0.07
H  4.627  3.462  2.039  0.09
H  3.442  2.994  3.259  0.08
H  3.167  -1.633  4.571  0.04
H  2.177  -0.499  5.030  0.03
C  -1.168  5.571  -0.109  -0.05
C  -0.771  4.316  0.659  -0.42
C  -1.427  4.307  2.022  -0.17
O  -1.288  5.586  2.762  -0.18
C  0.021  5.688  3.297  -0.12
N  -1.238  3.184  -0.164  0.07
H  -0.614  5.591  -1.073  0.08
H  -0.873  6.468  0.420  0.07
H  -2.246  5.599  -0.291  0.08
H  0.306  4.198  0.726  0.13
H  -1.093  3.438  2.596  0.11
H  -2.519  4.170  1.925  0.12
H  0.089  6.526  3.958  0.08
H  0.765  5.788  2.547  0.07
H  0.358  4.858  3.963  0.08
H  -2.212  3.287  -0.460  0.03
H  -1.117  2.295  0.311  0.03
C  -5.318  -0.286  7.384  -0.03
C  -3.915  -0.808  7.869  -0.42
C  -3.907  -2.274  8.184  -0.20
O  -4.856  -2.412  9.243  -0.20
C  -4.824  -3.647  9.865  -0.14
N  -2.820  -0.588  7.000  0.06
H  -6.045  -0.837  8.000  0.07
H  -5.499  -0.568  6.335  0.07
H  -5.388  0.824  7.511  0.08
H  -3.695  -0.250  8.797  0.15
H  -2.917  -2.650  8.492  0.13
H  -4.159  -2.891  7.321  0.13
H  -5.460  -3.514  10.793  0.11
H  -3.849  -4.029  10.117  0.07
H  -5.193  -4.399  9.172  0.08
H  -2.577  0.335  6.751  0.06
H  -2.852  -1.105  6.163  0.03
C  -5.242  -0.200  -4.111  -0.06
C  -4.154  -0.762  -5.043  -0.40
C  -4.255  0.082  -6.363  -0.18
O  -5.600  -0.034  -6.797  -0.18
C  -5.689  0.379  -8.118  -0.14
N  -2.796  -0.623  -4.569  0.05
H  -5.300  -0.711  -3.124  0.06
H  -6.171  -0.420  -4.628  0.07
H  -5.197  0.900  -3.953  0.08
H  -4.369  -1.822  -5.203  0.14
H  -3.576  -0.346  -7.114  0.11
H  -3.981  1.137  -6.231  0.11
H  -5.111  -0.192  -8.884  0.10
H  -5.371  1.397  -8.279  0.08
H  -6.671  0.366  -8.522  0.07
H  -2.607  -1.311  -3.841  0.06
H  -2.686  0.294  -4.156  0.03
C  1.594  -0.097  -6.030  -0.02
C  1.379  -1.581  -5.582  -0.42
C  2.460  -2.093  -4.618  -0.23
O  3.760  -2.022  -5.093  -0.22
C  4.200  -2.820  -6.207  -0.08
N  0.134  -1.776  -4.858  0.03
H  2.574  -0.143  -6.567  0.09
H  1.629  0.581  -5.189  0.04
H  0.776  0.097  -6.735  0.08
H  1.420  -2.192  -6.519  0.13
H  2.138  -3.101  -4.327  0.12
H  2.430  -1.429  -3.751  0.12
H  4.100  -3.918  -6.077  0.09
H  5.273  -2.699  -6.359  0.08
H  3.684  -2.598  -7.166  0.08
H  -0.668  -1.408  -5.378  0.04
H  0.249  -1.287  -3.966  0.05
C  5.087  1.073  -4.556  -0.06
C  4.337  2.348  -4.418  -0.43
C  3.478  2.354  -3.147  -0.21
O  3.055  3.676  -2.830  -0.19
C  2.219  3.644  -1.709  -0.13
N  5.302  3.463  -4.284  0.05
H  5.781  1.003  -3.704  0.07
H  5.754  1.078  -5.405  0.08
H  4.490  0.129  -4.626  0.08
H  3.683  2.564  -5.271  0.13
H  4.174  2.043  -2.339  0.12
H  2.641  1.621  -3.171  0.11
H  2.741  3.156  -0.903  0.07
H  1.252  3.148  -1.882  0.07
H  1.924  4.645  -1.445  0.09
H  4.874  4.202  -3.758  0.05
H  6.027  3.127  -3.665  0.06
C  -4.400  4.487  7.536  -0.06
C  -3.340  4.709  6.501  -0.47
C  -3.745  3.905  5.261  -0.22
O  -3.805  2.561  5.596  -0.19
C  -3.830  1.766  4.424  -0.08
N  -3.094  6.067  6.085  0.05
H  -4.112  5.049  8.457  0.09
H  -4.470  3.458  7.881  0.07
H  -5.361  4.936  7.269  0.09
H  -2.424  4.298  6.882  0.12
H  -2.975  4.024  4.466  0.12
H  -4.681  4.207  4.833  0.13
H  -2.898  1.800  3.868  0.06
H  -4.655  2.134  3.768  0.09
H  -4.063  0.741  4.695  0.07
H  -2.407  6.023  5.328  0.06
H  -2.521  6.452  6.838  0.08
C  0.148  -1.957  -11.544  -0.06
C  0.849  -2.702  -10.433  -0.50
C  -0.067  -3.209  -9.374  -0.21
O  -0.648  -2.129  -8.597  -0.16
C  -1.511  -2.735  -7.703  -0.16
N  1.636  -3.738  -10.972  0.04
H  -0.572  -1.266  -11.076  0.08
H  -0.412  -2.597  -12.255  0.09
H  0.820  -1.371  -12.160  0.07
H  1.545  -1.992  -9.899  0.16
H  0.398  -3.930  -8.693  0.12
H  -0.894  -3.750  -9.872  0.13
H  -1.933  -2.081  -6.959  0.05
H  -1.037  -3.437  -7.031  0.08
H  -2.335  -3.262  -8.173  0.09
H  1.075  -4.406  -11.488  0.08
H  2.150  -4.249  -10.288  0.07
C  -2.680  4.895  -4.382  -0.04
C  -2.607  3.397  -4.692  -0.41
C  -1.566  3.142  -5.835  -0.17
O  -0.440  4.028  -5.770  -0.18
C  0.484  3.638  -4.796  -0.11
N  -2.275  2.508  -3.588  0.05
H  -2.741  5.492  -5.292  0.09
H  -1.890  5.231  -3.723  0.07
H  -3.528  5.163  -3.772  0.06
H  -3.560  3.024  -5.059  0.11
H  -2.019  3.290  -6.813  0.12
H  -1.254  2.086  -5.799  0.11
H  0.862  2.610  -4.978  0.08
H  0.083  3.721  -3.791  0.06
H  1.387  4.300  -4.892  0.11
H  -2.962  2.633  -2.836  0.06
H  -1.517  2.930  -3.105  0.02
C  5.883  -4.616  2.607  -0.04
C  4.397  -4.611  2.398  -0.47
C  3.910  -4.448  0.951  -0.21
O  2.535  -4.292  1.008  -0.22
C  1.783  -4.696  -0.102  -0.10
N  3.712  -5.735  2.943  0.05
H  6.420  -3.876  2.047  0.06
H  6.442  -5.531  2.659  0.08
H  5.921  -4.186  3.587  0.07
H  4.035  -3.703  2.947  0.13
H  4.135  -5.381  0.388  0.14
H  4.445  -3.569  0.515  0.12
H  0.765  -4.842  0.297  0.07
H  2.129  -5.622  -0.536  0.08
H  1.725  -3.947  -0.978  0.10
H  2.734  -5.734  2.613  0.08
H  4.249  -6.571  2.741  0.08
C  6.924  -0.949  0.945  -0.06
C  6.897  -0.340  -0.430  -0.42
C  5.935  -1.131  -1.319  -0.20
O  6.267  -2.508  -1.217  -0.19
C  5.589  -3.183  -2.249  -0.11
N  6.506  1.072  -0.500  0.06
H  7.225  -1.989  0.861  0.06
H  5.921  -0.981  1.373  0.06
H  7.613  -0.508  1.688  0.09
H  7.918  -0.368  -0.809  0.14
H  6.103  -0.733  -2.304  0.10
H  4.889  -0.958  -0.971  0.13
H  5.848  -2.732  -3.185  0.07
H  4.500  -3.214  -2.104  0.08
H  5.882  -4.232  -2.260  0.09
H  7.121  1.759  -0.103  0.07
H  5.611  1.135  -0.074  0.04
C  -0.688  -5.650  -3.396  -0.06
C  -1.662  -4.618  -2.874  -0.43
C  -2.402  -5.145  -1.672  -0.21
O  -1.515  -5.291  -0.605  -0.19
C  -2.110  -5.262  0.645  -0.12
N  -1.096  -3.296  -2.618  0.06
H  -0.223  -5.250  -4.279  0.06
H  -1.241  -6.552  -3.648  0.08
H  0.137  -5.912  -2.720  0.08
H  -2.422  -4.540  -3.687  0.15
H  -2.777  -6.151  -1.888  0.13
H  -3.163  -4.420  -1.339  0.12
H  -2.752  -4.384  0.719  0.07
H  -1.337  -5.271  1.396  0.07
H  -2.685  -6.124  0.996  0.09
H  -0.374  -3.323  -1.902  0.05
H  -0.775  -2.880  -3.512  0.03
C  2.027  0.481  -0.603  -0.04
C  1.014  -0.661  -0.466  -0.40
C  0.316  -0.674  0.904  -0.17
O  -0.392  0.542  1.072  -0.21
C  -1.406  0.477  2.057  -0.09
N  0.166  -0.654  -1.632  0.08
H  2.572  0.339  -1.517  0.05
H  2.781  0.488  0.193  0.08
H  1.442  1.382  -0.636  0.05
H  1.540  -1.621  -0.447  0.12
H  1.086  -0.671  1.674  0.11
H  -0.338  -1.546  1.078  0.12
H  -2.175  -0.322  1.981  0.10
H  -1.779  1.479  2.082  0.03
H  -0.882  0.286  3.007  0.08
H  -0.229  0.243  -1.839  0.07
H  -0.597  -1.304  -1.642  0.02


Entry b
Computed, not measured: a 16-piece molecular cluster, C64H176N16O16 overall, with ωB97M-V/def2-TZVPD.

Values from the calculation:
- E_HOMO: -0.3084 Ha
- Frontier orbital gap: 8.90 eV
- LUMO: 0.51 eV
- Multiplicity: 1

Last column: Löwdin charge in e.
Cartesian coordinates (Å):
C  -1.087  3.886  0.721  -0.06
C  -1.762  4.680  -0.332  -0.48
C  -2.694  5.719  0.270  -0.16
O  -3.702  5.090  1.096  -0.26
C  -4.391  5.999  1.941  -0.10
N  -0.819  5.318  -1.221  0.06
H  -0.464  4.569  1.347  0.08
H  -0.396  3.072  0.351  0.09
H  -1.907  3.502  1.348  0.07
H  -2.318  3.966  -0.899  0.13
H  -3.173  6.307  -0.579  0.14
H  -2.132  6.464  0.849  0.12
H  -4.831  5.425  2.724  0.07
H  -5.172  6.497  1.355  0.09
H  -3.714  6.742  2.424  0.10
H  -1.219  5.788  -2.027  0.08
H  -0.218  4.566  -1.569  0.05
C  7.522  -1.587  5.746  -0.07
C  6.462  -1.816  4.710  -0.42
C  5.094  -2.276  5.239  -0.26
O  5.168  -3.539  5.762  -0.21
C  4.002  -4.147  6.374  -0.05
N  6.286  -0.613  3.838  0.03
H  7.628  -2.499  6.343  0.08
H  7.329  -0.707  6.348  0.08
H  8.497  -1.358  5.290  0.08
H  6.734  -2.679  4.005  0.14
H  4.410  -2.276  4.374  0.11
H  4.750  -1.635  6.084  0.14
H  3.237  -4.340  5.627  0.06
H  3.512  -3.445  7.063  0.09
H  4.420  -5.026  6.802  0.08
H  7.002  0.130  3.903  0.08
H  5.387  -0.152  4.023  0.03
C  1.430  -4.114  -2.659  -0.02
C  2.694  -5.092  -2.444  -0.37
C  3.877  -4.579  -3.197  -0.24
O  4.955  -5.461  -2.915  -0.19
C  6.159  -4.990  -3.520  -0.12
N  3.005  -5.058  -1.015  0.05
H  0.564  -4.625  -2.296  0.05
H  1.243  -3.951  -3.721  0.07
H  1.670  -3.216  -2.133  0.04
H  2.440  -6.102  -2.790  0.14
H  4.134  -3.511  -2.999  0.13
H  3.707  -4.623  -4.268  0.11
H  6.014  -4.775  -4.568  0.05
H  6.960  -5.819  -3.536  0.10
H  6.740  -4.127  -3.014  0.11
H  3.721  -5.648  -0.766  0.03
H  3.070  -4.183  -0.464  0.04
C  -0.210  -7.224  1.720  -0.06
C  -0.213  -5.741  1.414  -0.36
C  -1.427  -4.947  1.848  -0.22
O  -2.593  -5.569  1.354  -0.19
C  -3.796  -5.058  1.948  -0.07
N  1.110  -5.061  1.857  0.05
H  -1.047  -7.735  1.344  0.06
H  -0.205  -7.456  2.789  0.08
H  0.701  -7.709  1.358  0.08
H  -0.198  -5.630  0.341  0.12
H  -1.353  -3.952  1.484  0.08
H  -1.569  -4.876  2.943  0.13
H  -3.648  -3.999  2.196  0.06
H  -3.925  -5.565  2.939  0.10
H  -4.631  -5.174  1.312  0.07
H  1.546  -5.675  2.514  0.04
H  1.765  -4.951  1.028  0.06
C  -5.559  3.367  -3.065  -0.06
C  -6.296  2.524  -4.032  -0.46
C  -5.909  1.080  -4.024  -0.22
O  -6.740  0.293  -4.879  -0.19
C  -5.988  -0.697  -5.528  -0.12
N  -7.718  2.658  -3.763  0.05
H  -5.812  3.155  -2.060  0.04
H  -5.669  4.468  -3.167  0.10
H  -4.523  3.100  -3.130  0.07
H  -6.186  2.797  -5.141  0.17
H  -5.865  0.604  -3.006  0.14
H  -4.891  0.983  -4.403  0.11
H  -5.251  -0.291  -6.204  0.08
H  -6.734  -1.369  -5.976  0.11
H  -5.500  -1.247  -4.764  0.05
H  -8.305  2.029  -4.293  0.07
H  -7.936  2.643  -2.761  0.07
C  3.459  6.467  -0.812  -0.06
C  2.349  7.262  -0.122  -0.42
C  2.711  7.688  1.300  -0.23
O  2.730  6.613  2.217  -0.24
C  3.100  7.046  3.552  -0.09
N  1.907  8.460  -0.874  0.05
H  4.401  7.045  -0.934  0.08
H  3.113  6.233  -1.850  0.06
H  3.587  5.493  -0.264  0.09
H  1.489  6.603  0.027  0.12
H  1.943  8.407  1.677  0.13
H  3.717  8.199  1.381  0.13
H  2.166  7.514  4.011  0.11
H  4.059  7.626  3.625  0.10
H  3.336  6.150  4.071  0.06
H  2.615  8.955  -1.361  0.06
H  1.281  8.217  -1.584  0.04
C  4.386  2.101  1.804  -0.05
C  3.623  2.442  3.086  -0.43
C  2.366  3.249  2.731  -0.18
O  1.591  3.300  3.962  -0.23
C  0.442  4.213  3.920  -0.06
N  3.333  1.251  3.849  0.08
H  5.185  1.421  1.964  0.04
H  4.859  3.021  1.430  0.08
H  3.694  1.570  1.094  0.08
H  4.205  3.152  3.720  0.15
H  1.837  2.710  1.966  0.09
H  2.653  4.223  2.410  0.09
H  -0.391  3.665  3.413  0.08
H  0.774  5.012  3.277  0.06
H  0.188  4.508  4.948  0.09
H  2.736  1.531  4.574  0.04
H  2.755  0.699  3.282  0.04
C  4.562  -4.214  2.394  -0.06
C  4.828  -3.080  1.411  -0.42
C  6.012  -3.342  0.419  -0.15
O  6.400  -2.220  -0.391  -0.19
C  7.271  -1.356  0.274  -0.12
N  3.545  -2.704  0.794  0.05
H  5.458  -4.342  3.047  0.08
H  4.377  -5.158  1.782  0.10
H  3.722  -3.957  3.071  0.06
H  5.160  -2.259  2.047  0.10
H  5.648  -4.080  -0.288  0.11
H  6.838  -3.682  1.088  0.14
H  6.981  -1.205  1.276  0.04
H  7.287  -0.409  -0.258  0.09
H  8.276  -1.727  0.246  0.08
H  3.570  -1.902  0.137  0.08
H  2.924  -2.344  1.505  0.05
C  -6.487  -2.955  -0.183  -0.06
C  -5.867  -2.615  -1.502  -0.43
C  -4.513  -3.267  -1.856  -0.19
O  -3.564  -2.902  -0.881  -0.20
C  -2.233  -3.283  -1.220  -0.10
N  -6.771  -3.000  -2.543  0.04
H  -5.889  -2.636  0.642  0.05
H  -6.642  -3.996  0.004  0.07
H  -7.464  -2.427  -0.179  0.09
H  -5.723  -1.504  -1.607  0.15
H  -4.178  -2.796  -2.768  0.09
H  -4.537  -4.360  -1.938  0.13
H  -1.609  -3.185  -0.299  0.08
H  -1.787  -2.710  -2.064  0.09
H  -2.191  -4.324  -1.515  0.08
H  -7.091  -3.954  -2.602  0.09
H  -7.025  -2.299  -3.183  0.05
C  2.902  2.635  -2.460  -0.05
C  2.085  3.647  -3.258  -0.48
C  2.658  3.838  -4.624  -0.23
O  1.899  4.760  -5.381  -0.17
C  2.510  5.075  -6.592  -0.13
N  0.746  3.169  -3.252  0.04
H  2.423  2.164  -1.591  0.07
H  3.907  3.096  -2.186  0.10
H  3.151  1.833  -3.144  0.03
H  2.119  4.592  -2.673  0.12
H  2.774  2.854  -5.119  0.11
H  3.717  4.170  -4.426  0.14
H  1.963  5.878  -7.125  0.10
H  2.464  4.207  -7.271  0.09
H  3.541  5.360  -6.491  0.08
H  0.819  2.189  -3.546  0.04
H  0.211  3.673  -4.005  0.10
C  0.856  -0.467  -6.850  -0.06
C  0.387  0.303  -5.582  -0.42
C  -1.097  0.010  -5.374  -0.24
O  -1.273  -1.373  -5.325  -0.19
C  -2.638  -1.659  -5.160  -0.11
N  1.231  0.099  -4.396  0.07
H  1.822  -0.045  -7.104  0.05
H  0.089  -0.198  -7.654  0.10
H  0.958  -1.527  -6.771  0.06
H  0.438  1.298  -5.975  0.11
H  -1.739  0.369  -6.283  0.15
H  -1.374  0.551  -4.443  0.13
H  -3.149  -1.138  -5.995  0.08
H  -3.037  -1.205  -4.270  0.07
H  -2.778  -2.711  -5.201  0.09
H  2.199  0.100  -4.687  0.03
H  1.037  -0.813  -3.953  0.07
C  -4.167  -2.566  4.420  -0.06
C  -4.613  -1.564  5.446  -0.43
C  -5.968  -1.953  6.089  -0.20
O  -6.800  -2.332  5.029  -0.20
C  -8.179  -2.043  5.245  -0.10
N  -3.651  -1.307  6.503  0.03
H  -4.980  -2.738  3.818  0.05
H  -3.986  -3.514  4.836  0.08
H  -3.269  -2.312  3.899  0.03
H  -4.749  -0.590  5.018  0.13
H  -6.420  -1.075  6.604  0.13
H  -5.854  -2.706  6.852  0.12
H  -8.838  -2.326  4.442  0.08
H  -8.259  -0.933  5.356  0.10
H  -8.612  -2.453  6.151  0.08
H  -3.410  -2.223  7.023  0.11
H  -2.738  -1.113  6.051  0.06
C  5.294  -0.253  -3.650  -0.05
C  5.365  -0.260  -5.211  -0.45
C  5.212  -1.674  -5.734  -0.19
O  5.372  -1.579  -7.191  -0.23
C  5.289  -2.869  -7.841  -0.10
N  4.328  0.565  -5.762  0.04
H  5.378  0.771  -3.234  0.08
H  6.101  -0.856  -3.203  0.08
H  4.408  -0.700  -3.326  0.04
H  6.445  0.008  -5.535  0.16
H  4.170  -1.942  -5.570  0.12
H  5.969  -2.357  -5.293  0.13
H  5.656  -2.749  -8.890  0.10
H  4.267  -3.252  -7.804  0.08
H  5.967  -3.607  -7.354  0.08
H  4.332  0.359  -6.788  0.09
H  4.511  1.572  -5.663  0.08
C  -6.451  0.946  1.527  -0.05
C  -5.525  2.047  0.983  -0.39
C  -6.286  3.400  0.689  -0.23
O  -7.471  3.164  0.046  -0.20
C  -8.288  4.251  -0.264  -0.10
N  -4.284  2.247  1.797  0.06
H  -6.801  1.257  2.480  0.06
H  -5.942  -0.012  1.569  0.06
H  -7.329  0.907  0.807  0.10
H  -5.234  1.601  0.024  0.12
H  -5.649  4.160  0.194  0.11
H  -6.461  3.826  1.699  0.13
H  -7.766  5.023  -0.794  0.08
H  -8.749  4.733  0.636  0.11
H  -9.046  3.941  -0.899  0.06
H  -3.981  3.178  1.452  0.04
H  -4.541  2.351  2.774  0.07
C  0.695  -0.855  -1.091  -0.08
C  0.200  0.385  -0.366  -0.45
C  -1.315  0.261  -0.125  -0.19
O  -1.599  -0.851  0.688  -0.22
C  -2.865  -0.828  1.364  -0.08
N  0.909  0.606  0.859  0.07
H  0.636  -1.754  -0.425  0.08
H  1.828  -0.839  -1.244  0.09
H  0.107  -1.031  -1.994  0.06
H  0.323  1.198  -1.069  0.10
H  -1.908  0.209  -1.048  0.13
H  -1.673  1.152  0.451  0.10
H  -2.864  -1.611  2.128  0.06
H  -3.771  -0.913  0.786  0.07
H  -2.944  0.133  1.882  0.06
H  0.272  1.086  1.562  0.09
H  1.128  -0.247  1.369  0.04
C  0.582  -2.723  5.370  -0.05
C  -0.016  -1.822  4.301  -0.43
C  0.198  -0.364  4.628  -0.18
O  -0.354  0.016  5.912  -0.20
C  -0.771  1.366  5.813  -0.12
N  0.594  -2.160  3.018  0.06
H  1.646  -2.794  5.307  0.04
H  0.284  -3.761  5.351  0.08
H  0.353  -2.252  6.312  0.08
H  -1.125  -2.126  4.259  0.14
H  -0.248  0.322  3.865  0.12
H  1.318  -0.259  4.719  0.13
H  -1.219  1.663  6.781  0.10
H  -1.655  1.483  5.109  0.10
H  0.044  1.951  5.494  0.04
H  -0.089  -2.082  2.261  0.05
H  0.970  -3.118  2.917  0.04


Computed energies relative to the best structure, in kJ/mol: entry a 0.0; entry b 156.1